Molecular formula: C9H12
Method: DFT, ωB97M-V with the def2-TZVPD basis set

Net charge ... 0
Calculated total energy ... -9521.4742 eV
Molecular weight ... 120.19 g mol⁻¹
Gap between HOMO and LUMO ... 0.3816 Eh

Geometry (Å):
C 1.187 0.148 -0.201
C -0.226 -0.687 -0.261
C -0.919 -1.204 -1.498
C 0.878 1.704 -0.632
C -0.372 1.693 0.240
C -0.327 0.708 1.476
C 0.157 -1.601 0.842
C -1.076 0.299 0.242
C 0.958 -0.175 1.285
H -0.491 -1.945 1.598
H 0.927 1.451 -1.943
H -0.633 1.090 2.562
H 0.660 -2.384 0.523
H 2.027 -0.189 -0.802
H -1.958 -1.408 -1.267
H -0.544 -0.595 -2.602
H 1.692 2.392 -0.455
H -0.995 2.617 0.233
H -0.563 -2.278 -1.397
H 1.693 0.311 1.984
H -2.074 0.053 0.073